(1)
C36H29N4O2P2W | ωB97M-V/def2-TZVPD

<S²>	2.014
multiplicity	3
energy above the lowest of the compared OMol25 structures with the same formula, charge and spin	2.96	kcal/mol
net charge	+1

Structure (XYZ):
```
74
C36H29N4O2P2W (ωB97M-V/def2-TZVPD)
W -1.047 0.436 0.060
C 1.310 -0.031 -2.217
P -0.325 0.781 -2.354
C -1.198 0.101 -3.774
C -2.265 0.829 -4.299
C -3.009 0.316 -5.345
C -2.699 -0.932 -5.868
C -1.641 -1.661 -5.348
C -0.889 -1.148 -4.302
C 0.093 2.493 -2.781
C 0.326 2.830 -4.116
C 0.737 4.110 -4.447
C 0.922 5.061 -3.451
C 0.697 4.731 -2.124
C 0.284 3.450 -1.788
C 1.855 0.315 -0.870
C 3.119 0.312 -0.386
C 3.042 0.522 1.032
C 1.733 0.667 1.352
C 1.068 0.906 2.669
P -0.670 0.338 2.574
C -0.794 -1.450 2.754
C -0.356 -2.136 1.490
C -1.026 -3.493 1.181
C -1.800 -4.120 2.300
C -1.981 -3.484 3.454
C -1.556 -2.089 3.644
C -1.543 1.101 3.948
C -2.768 1.730 3.753
C -3.433 2.305 4.826
C -2.873 2.251 6.094
C -1.651 1.622 6.295
C -0.983 1.049 5.227
N 0.952 0.558 0.184
H 1.966 0.291 -3.025
H 1.164 -1.111 -2.296
H -2.509 1.805 -3.894
H -3.836 0.885 -5.748
H -3.285 -1.337 -6.683
H -1.397 -2.632 -5.758
H -0.069 -1.735 -3.910
H 0.181 2.095 -4.898
H 0.915 4.365 -5.483
H 1.240 6.062 -3.713
H 0.842 5.469 -1.347
H 0.109 3.210 -0.747
H 4.016 0.145 -0.959
H 3.871 0.558 1.720
H 0.998 1.977 2.889
H 1.611 0.435 3.488
H 0.724 -2.084 1.339
H -0.340 -4.218 0.739
H -2.194 -5.116 2.143
H -2.519 -3.963 4.261
H -1.944 -1.561 4.508
H -3.208 1.763 2.766
H -4.385 2.794 4.673
H -3.391 2.701 6.930
H -1.219 1.579 7.286
H -0.032 0.556 5.389
N -1.101 -1.544 0.326
C -1.770 -2.723 0.104
C -2.762 -3.056 -0.753
C -3.254 -4.397 -0.724
N -3.607 -5.489 -0.652
C -3.316 -2.103 -1.654
N -3.743 -1.320 -2.380
C -4.386 2.670 -0.071
C -3.179 1.814 0.030
O -1.997 2.318 0.100
O -3.232 0.553 0.033
H -4.151 3.701 0.176
H -5.169 2.274 0.574
H -4.756 2.616 -1.097
```

---

(2)
C36H30B3F18O36Y | ωB97M-V/def2-TZVPD

energy above the lowest of the compared OMol25 structures with the same formula, charge and spin	0.88	kcal/mol

Structure (XYZ):
```
124
C36H30B3F18O36Y (ωB97M-V/def2-TZVPD)
Y 0.472 -0.274 0.397
O -0.574 0.741 -1.410
C -0.897 1.411 -2.426
O -1.716 1.093 -3.450
B -1.741 2.168 -4.458
O -0.875 3.194 -3.865
C -0.297 2.799 -2.779
O 0.476 3.438 -2.022
O -3.097 2.606 -4.689
C -3.381 2.576 -5.929
O -4.382 2.956 -6.486
C -2.040 2.096 -6.658
O -1.246 1.751 -5.773
O -1.941 2.059 -7.908
O 3.009 1.436 2.520
C 3.798 0.498 2.484
O 4.998 0.444 2.962
B 5.716 -0.783 2.523
O 4.699 -1.440 1.701
C 3.553 -0.804 1.758
O 2.490 -1.092 1.196
O 7.003 -0.501 1.832
C 8.001 -1.022 2.490
O 9.177 -0.969 2.207
C 7.404 -1.833 3.657
O 6.051 -1.704 3.571
O 8.013 -2.521 4.430
O -3.338 -0.955 3.560
C -3.856 -0.470 2.520
O -5.166 -0.382 2.175
B -5.227 -0.008 0.806
O -3.832 0.268 0.369
C -3.022 -0.138 1.289
O -1.749 -0.254 1.149
O -6.190 1.156 0.649
C -7.280 0.759 0.031
O -8.267 1.455 -0.267
C -7.141 -0.803 -0.297
O -5.874 -1.150 0.091
O -7.868 -1.525 -0.921
C -3.689 3.709 -0.939
C -2.419 4.088 -0.091
O -1.809 2.925 0.436
C -0.649 2.967 1.111
O 0.092 1.938 1.165
C -0.275 4.273 1.855
F -1.265 4.760 2.469
F 0.681 4.086 2.763
F 0.148 5.196 0.922
H -3.405 3.038 -1.750
H -4.191 4.583 -1.355
H -4.397 3.175 -0.305
H -2.726 4.679 0.772
H -1.861 4.800 -0.699
C -4.739 -0.314 -3.456
C -3.675 -1.440 -3.384
O -3.070 -1.389 -2.102
C -2.123 -2.305 -1.702
O -1.107 -1.947 -1.044
C -2.353 -3.808 -2.044
F -1.496 -4.544 -1.364
F -3.627 -4.103 -1.684
F -2.217 -3.982 -3.337
H -5.633 -0.629 -2.917
H -5.080 -0.081 -4.465
H -4.347 0.611 -3.035
H -2.955 -1.235 -4.177
H -4.182 -2.380 -3.601
C -3.063 -4.441 2.995
C -2.256 -3.813 1.904
O -0.925 -4.422 1.838
C 0.147 -3.745 1.420
O 0.170 -2.508 1.248
C 1.407 -4.634 1.511
F 2.381 -4.164 0.835
F 1.787 -4.616 2.782
F 1.152 -5.853 1.165
H -3.067 -5.515 2.810
H -4.047 -3.975 3.046
H -2.606 -4.277 3.971
H -2.240 -2.726 1.988
H -2.775 -4.130 1.000
C 5.172 -3.386 -2.421
C 3.839 -2.957 -1.860
O 2.954 -2.589 -2.881
C 1.876 -1.862 -2.743
O 1.393 -1.405 -1.679
C 1.145 -1.572 -4.093
F 1.545 -2.418 -5.067
F -0.154 -1.836 -3.845
F 1.221 -0.293 -4.543
H 5.879 -3.865 -1.743
H 5.818 -2.605 -2.823
H 5.026 -4.029 -3.288
H 3.939 -2.178 -1.104
H 3.410 -3.832 -1.372
C 3.099 5.158 0.079
C 3.271 3.724 0.363
O 3.619 3.124 -0.810
C 3.050 1.973 -1.252
O 2.247 1.242 -0.598
C 3.653 1.601 -2.694
F 4.722 2.287 -3.051
F 3.844 0.328 -2.632
F 2.719 1.844 -3.656
H 2.341 5.307 -0.690
H 4.048 5.633 -0.169
H 2.686 5.624 0.974
H 2.295 3.440 0.755
H 4.031 3.657 1.141
C 2.436 1.917 5.496
C 1.033 1.781 4.926
O 0.529 0.543 5.084
C 0.320 -0.395 4.132
O 0.546 -0.254 2.912
C -0.124 -1.734 4.723
F -1.084 -2.120 4.020
F 0.817 -2.682 4.573
F -0.483 -1.646 5.973
H 2.997 1.063 5.118
H 2.423 1.800 6.580
H 2.834 2.928 5.408
H 1.186 2.039 3.879
H 0.318 2.516 5.296
```

---

(3)
C36H30BrILaN5O8P2S2 | ωB97M-V/def2-TZVPD

energy above the lowest of the compared OMol25 structures with the same formula, charge and spin	0.00	kcal/mol
net charge	-2

Structure (XYZ):
```
86
C36H30BrILaN5O8P2S2 (ωB97M-V/def2-TZVPD)
La 13.244 9.952 10.029
C 15.869 6.591 12.130
C 15.598 7.572 11.073
O 15.120 8.676 11.390
C 16.025 7.306 9.712
C 16.703 6.108 9.388
C 17.400 5.874 8.246
C 17.356 6.878 7.235
C 16.666 8.016 7.479
C 15.931 8.337 8.678
O 15.254 9.411 8.725
H 15.521 6.932 13.133
H 16.956 6.414 12.248
H 15.444 5.665 11.905
H 16.848 5.336 10.148
H 17.951 4.964 8.073
H 17.742 6.779 6.254
H 16.456 8.764 6.702
S 12.245 8.250 12.329
C 11.131 7.151 11.528
C 10.040 6.667 12.305
C 9.112 5.703 11.859
C 8.139 5.333 12.819
N 7.421 4.999 13.662
C 9.247 5.280 10.500
C 10.221 5.808 9.693
C 11.123 6.806 10.133
S 12.252 7.416 8.928
C 8.444 4.235 9.929
N 7.744 3.441 9.494
H 9.981 7.006 13.340
H 10.251 5.565 8.640
C 18.259 12.168 12.792
C 17.114 12.738 13.261
C 15.975 12.793 12.465
C 16.080 12.304 11.165
C 17.188 11.579 10.704
C 18.312 11.610 11.525
N 14.965 12.413 10.289
N 14.717 13.564 9.907
C 13.635 13.500 8.938
C 13.418 14.745 8.304
C 12.399 14.830 7.369
C 11.742 13.716 7.005
C 12.071 12.476 7.613
C 12.903 12.366 8.683
H 19.130 12.212 13.418
H 17.020 13.262 14.257
H 15.096 13.343 12.732
H 17.088 11.065 9.738
H 19.256 11.035 11.264
H 13.993 15.585 8.638
H 12.170 15.781 6.961
H 10.984 13.707 6.238
H 11.392 11.618 7.425
N 10.376 10.450 13.122
C 10.644 11.789 12.512
C 9.767 12.828 13.235
P 10.011 11.589 10.832
O 10.254 13.060 10.131
O 8.539 11.436 11.132
O 10.814 10.538 10.135
P 12.379 12.340 12.758
O 12.325 13.783 11.995
O 12.703 12.609 14.170
O 13.199 11.312 12.019
H 9.425 10.178 12.909
H 10.532 10.432 14.120
H 11.037 9.652 12.654
H 8.748 12.570 13.019
H 10.031 13.826 12.922
H 10.073 12.731 14.279
H 10.760 12.898 9.327
H 12.089 13.782 11.079
Br 16.093 10.742 19.114
C 16.905 10.397 17.434
C 18.088 11.040 17.197
C 18.809 10.867 16.003
C 18.189 10.172 14.948
C 16.988 9.500 15.187
C 16.329 9.651 16.425
I 14.696 8.440 16.983
H 18.488 11.752 17.955
H 19.760 11.354 15.822
H 18.741 10.122 14.007
H 16.475 8.973 14.359
```

---

(4)
C36H30Cl2MoNOP2 | ωB97M-V/def2-TZVPD

net charge	+3
total energy	-3190.17895	hartree

Structure (XYZ):
```
73
C36H30Cl2MoNOP2 (ωB97M-V/def2-TZVPD)
Mo 0.774 0.113 0.183
Cl -2.096 -3.515 -1.396
C -0.498 -3.672 -0.822
C 0.085 -4.949 -0.692
C 1.353 -5.102 -0.194
Cl 2.024 -6.665 -0.036
C 2.127 -3.964 0.193
C 3.439 -3.986 0.688
C 4.067 -2.800 1.019
C 3.393 -1.597 0.862
N 2.144 -1.530 0.388
C 1.523 -2.704 0.053
C 0.223 -2.564 -0.445
O -0.240 -1.285 -0.510
H -0.491 -5.815 -0.991
H 3.954 -4.931 0.806
H 5.078 -2.795 1.399
H 3.866 -0.658 1.127
C -2.883 1.600 1.216
C -2.447 0.233 1.752
P -0.693 0.129 2.230
C -0.321 1.326 3.495
C 0.767 2.186 3.364
C 1.068 3.078 4.380
C 0.279 3.110 5.522
C -0.806 2.249 5.659
C -1.110 1.352 4.650
C -0.300 -1.527 2.797
C 0.849 -1.684 3.586
C 1.235 -2.950 3.988
C 0.477 -4.059 3.622
C -0.669 -3.903 2.853
C -1.055 -2.641 2.425
C -2.315 1.929 -0.177
P -0.535 2.237 -0.089
C -0.142 3.853 0.581
C -1.191 4.704 0.930
C -0.913 5.966 1.435
C 0.401 6.383 1.584
C 1.447 5.536 1.232
C 1.181 4.274 0.737
C 0.309 1.855 -1.611
C -0.276 1.683 -2.874
C 0.515 1.344 -3.950
C 1.886 1.116 -3.797
C 2.480 1.219 -2.555
C 1.697 1.581 -1.450
H -2.629 2.382 1.935
H -3.970 1.595 1.136
H -2.652 -0.555 1.022
H -3.013 -0.009 2.657
H 1.381 2.162 2.468
H 1.913 3.745 4.282
H 0.511 3.806 6.317
H -1.410 2.274 6.555
H -1.944 0.671 4.772
H 1.417 -0.817 3.904
H 2.109 -3.071 4.615
H 0.768 -5.045 3.960
H -1.273 -4.764 2.598
H -1.954 -2.538 1.828
H -2.827 2.779 -0.631
H -2.439 1.073 -0.848
H -2.224 4.409 0.802
H -1.728 6.626 1.698
H 0.614 7.371 1.969
H 2.471 5.867 1.337
H 2.012 3.636 0.463
H -1.334 1.862 -3.012
H 0.070 1.266 -4.934
H 2.482 0.860 -4.663
H 3.540 1.041 -2.430
H 2.221 1.798 -0.494
```

---

(5)
C36H30Cl4MnN6O9S2 | ωB97M-V/def2-TZVPD

<S²>	1.016
multiplicity	2
energy above the lowest of the compared OMol25 structures with the same formula, charge and spin	21.86	kcal/mol
net charge	-2

Structure (XYZ):
```
88
C36H30Cl4MnN6O9S2 (ωB97M-V/def2-TZVPD)
Mn -0.807 0.953 -0.049
O -4.638 2.248 0.874
C -3.616 1.651 0.525
O -2.543 2.102 0.051
C -3.676 0.118 0.585
C -4.907 -0.498 0.957
C -5.022 -1.842 0.879
C -3.924 -2.608 0.409
C -3.993 -4.011 0.212
C -2.929 -4.692 -0.300
C -1.737 -3.999 -0.624
C -1.637 -2.656 -0.414
C -2.734 -1.925 0.101
N -2.622 -0.557 0.220
H -5.704 0.157 1.277
H -5.947 -2.347 1.144
H -4.914 -4.526 0.465
H -2.991 -5.762 -0.458
H -0.888 -4.542 -1.021
H -0.734 -2.113 -0.636
Cl 1.194 6.525 3.323
C 0.659 4.912 2.924
C 0.369 3.997 3.908
Cl 0.531 4.426 5.591
C -0.061 2.699 3.554
Cl -0.407 1.512 4.773
C -0.200 2.309 2.228
O -0.555 1.113 1.862
C 0.103 3.266 1.195
O -0.016 2.894 -0.041
C 0.524 4.533 1.574
Cl 0.891 5.670 0.284
C 4.483 1.183 1.728
C 4.642 1.893 0.362
C 3.229 2.418 0.075
O 2.372 1.531 0.753
C 2.979 1.299 2.017
H 5.073 1.661 2.512
H 4.782 0.137 1.667
H 4.942 1.179 -0.407
H 5.378 2.699 0.388
H 2.955 2.410 -0.980
H 3.095 3.439 0.461
H 2.528 0.406 2.445
H 2.770 2.150 2.679
N 0.581 -8.245 0.738
C 0.828 -6.912 1.122
C 2.054 -6.313 0.853
C 2.307 -5.012 1.268
C 1.334 -4.293 1.946
C 0.107 -4.889 2.217
C -0.140 -6.190 1.818
S 1.626 -2.623 2.474
O 3.069 -2.466 2.407
O 0.979 -2.533 3.755
N 0.864 -1.692 1.461
C 1.419 -1.299 0.310
S 3.049 -1.709 -0.256
C 2.769 -0.836 -1.713
C 1.541 -0.288 -1.683
N 0.765 -0.546 -0.576
H 1.133 -8.547 -0.049
H -0.396 -8.451 0.598
H 2.817 -6.871 0.320
H 3.264 -4.546 1.077
H -0.648 -4.323 2.749
H -1.098 -6.651 2.036
H 3.519 -0.736 -2.481
H 1.143 0.343 -2.462
O -1.137 7.232 -2.789
C -0.280 6.385 -3.529
N -0.539 4.990 -3.297
C -0.920 4.138 -4.278
O -1.068 4.460 -5.447
C -1.150 2.703 -3.843
C -1.506 1.733 -4.761
C -1.692 0.435 -4.309
C -1.497 0.158 -2.960
N -1.141 1.088 -2.079
C -0.997 2.346 -2.520
H -1.191 6.896 -1.885
H 0.763 6.609 -3.289
H -0.467 6.576 -4.582
H -0.373 4.640 -2.362
H -1.629 2.004 -5.802
H -1.977 -0.361 -4.985
H -1.626 -0.842 -2.560
H -0.753 3.031 -1.725
```